Record 1
102
Properties=species:S:1:pos:R:3:forces:R:3 method="wB97M-V/def2-TZVPD" largest_force_ev_per_a=1.32 charge=+2 mol_weight_da=944.63 spin_multiplicity=2 homo_ev="-11.60 / -11.60" total_energy_ev=-230088.857 gap_ev="5.287 / 5.393" relative_energy_kj_mol=59.14
Ti -0.373808 0.473426 0.355381 1.313 -0.141 -0.053
N -0.600070 -1.726046 -0.113269 0.090 -0.260 0.081
C -0.006913 -2.758940 0.782333 -0.121 0.192 -0.258
C 0.237042 -2.197239 2.167623 0.019 0.298 0.017
N 0.681461 -0.769574 2.137505 0.151 -0.216 -0.058
C 2.167164 -0.705579 1.916229 -0.292 -0.034 0.040
C 2.555419 -0.700829 0.450365 -0.210 0.121 -0.210
N 1.755767 0.289735 -0.336132 0.206 -0.148 0.295
C 0.356773 -0.177603 3.462406 0.051 -0.161 -0.185
C 0.578277 1.333776 3.480644 -0.055 0.090 -0.169
N 0.690216 1.852840 2.091317 -0.146 -0.263 0.113
H -0.137767 -1.784077 -1.029570 0.082 0.037 -0.079
H -1.563976 -1.954396 -0.347555 -0.006 0.001 0.108
H 0.915745 -3.103750 0.322671 0.046 -0.009 -0.030
H -0.655381 -3.630896 0.852245 -0.005 -0.048 0.025
H 0.976644 -2.799750 2.697740 -0.007 -0.076 0.059
H -0.672710 -2.236077 2.762668 -0.092 0.003 -0.027
H 2.640098 -1.558321 2.408243 0.047 -0.010 0.038
H 2.558950 0.177089 2.420994 -0.024 0.044 -0.024
H 2.390379 -1.670445 -0.013130 -0.029 -0.023 -0.001
H 3.620559 -0.496780 0.363529 0.087 -0.002 -0.012
H 1.710060 -0.070978 -1.297294 -0.008 -0.098 -0.084
H 2.274362 1.161850 -0.395050 -0.007 0.013 -0.043
H 0.941936 -0.668230 4.244153 0.027 -0.003 0.042
H -0.688835 -0.398272 3.666866 -0.050 -0.003 -0.027
H 1.444222 1.607287 4.078252 0.109 0.020 -0.022
H -0.281748 1.811138 3.944264 -0.018 0.027 0.048
H 1.674177 1.906615 1.849550 -0.025 0.084 -0.087
H 0.356192 2.809705 2.073042 -0.004 -0.020 -0.051
Se -0.913261 1.519705 -7.138241 -0.123 -0.220 -0.024
P -1.308296 2.250324 -5.226400 0.140 -0.161 -0.017
C -0.417583 3.799897 -4.921459 0.141 0.149 0.122
C 0.368404 4.018768 -3.794927 0.094 0.054 -0.095
C 1.095215 5.197065 -3.654841 -0.035 -0.072 -0.088
C 1.025611 6.175110 -4.634947 -0.005 -0.009 -0.001
C 0.239895 5.965768 -5.761914 -0.053 -0.033 -0.045
C -0.465969 4.780955 -5.914257 0.004 0.031 0.022
C -3.049935 2.525491 -4.873694 -0.327 0.197 -0.196
C -3.592019 3.795675 -4.718990 -0.104 -0.004 0.077
C -4.971644 3.952348 -4.602768 0.112 -0.015 0.036
C -5.801910 2.844042 -4.637663 0.010 -0.057 0.011
C -5.258742 1.569394 -4.780998 0.005 0.045 0.026
C -3.889815 1.411018 -4.905281 -0.047 0.001 0.013
C -0.905324 1.170469 -3.809088 0.158 0.087 0.031
C -0.303974 -0.101679 -3.621342 0.037 -0.025 -0.623
N -0.361556 -0.343732 -2.334591 -0.200 -0.072 0.475
N -0.921199 0.679344 -1.728768 -0.091 0.161 0.327
N -1.260716 1.633016 -2.605341 0.118 -0.482 0.289
P 0.553970 -1.508558 -4.429468 0.351 0.082 0.203
Se 1.886228 -2.328936 -2.938086 -0.111 0.062 -0.186
C -0.699397 -2.673032 -4.983555 -0.260 -0.127 0.151
C -1.603381 -2.316117 -5.987204 -0.018 0.013 0.009
C -2.622048 -3.188653 -6.341567 0.062 0.052 0.018
C -2.741215 -4.417185 -5.702103 0.047 0.000 0.010
C -1.836547 -4.778605 -4.713486 0.059 0.035 0.015
C -0.814826 -3.908826 -4.349705 -0.081 -0.006 -0.125
C 1.437094 -0.889128 -5.841365 0.125 0.011 -0.067
C 2.100308 0.333016 -5.762897 0.084 0.032 -0.112
C 2.878726 0.758302 -6.824587 0.012 -0.065 -0.017
C 3.001857 -0.040531 -7.958089 0.023 0.071 0.057
C 2.349258 -1.260951 -8.031129 -0.086 -0.024 0.071
C 1.566339 -1.691684 -6.967453 0.027 0.031 -0.185
H 0.419085 3.256225 -3.034029 0.058 -0.010 -0.061
H 1.731701 5.350927 -2.789375 -0.008 -0.034 -0.026
H 1.593224 7.091469 -4.530506 -0.023 -0.029 -0.014
H 0.192722 6.720589 -6.536416 -0.007 -0.025 0.020
H -1.042988 4.603180 -6.814284 0.025 0.009 0.006
H -2.949363 4.667134 -4.691937 -0.002 -0.013 -0.046
H -5.394365 4.943602 -4.497250 0.019 -0.017 -0.013
H -6.875180 2.968523 -4.564154 0.033 -0.003 0.000
H -5.907934 0.703537 -4.815259 0.015 0.021 -0.005
H -3.471457 0.419166 -5.048342 -0.009 0.035 -0.022
H -1.506002 -1.365351 -6.496716 -0.002 0.107 -0.015
H -3.318438 -2.909213 -7.122329 0.031 -0.014 0.018
H -3.531979 -5.100044 -5.986762 0.017 0.024 0.011
H -1.917235 -5.743950 -4.229176 0.006 0.031 -0.028
H -0.091840 -4.190973 -3.595779 -0.013 0.006 0.036
H 1.996785 0.962114 -4.885770 0.014 -0.023 0.022
H 3.387120 1.712695 -6.777332 -0.025 -0.017 0.002
H 3.612746 0.291388 -8.787989 -0.020 0.011 0.024
H 2.446730 -1.880100 -8.913032 0.000 0.011 0.015
H 1.050338 -2.641744 -7.026321 0.038 -0.006 0.006
C -4.044756 -0.394661 2.601805 0.240 -0.288 -0.134
C -4.587762 0.865101 2.732399 -0.199 0.483 0.048
C -3.987084 1.935701 2.078040 -0.478 -0.120 0.305
C -2.852983 1.712951 1.336787 0.408 1.032 -0.580
N -2.273360 0.507364 1.269687 -0.389 -0.102 0.182
C -2.883901 -0.523833 1.861963 -0.098 -0.173 0.173
C -2.186052 2.813243 0.546296 -0.471 -0.819 0.619
C -2.813530 4.002011 0.275144 -0.152 0.553 -0.187
C -2.125649 4.975819 -0.445402 -0.482 -0.023 0.187
C -0.842594 4.715598 -0.859044 0.370 -0.066 -0.049
C -0.301838 3.470325 -0.581607 -0.008 0.078 0.066
N -0.953295 2.536915 0.108977 -0.181 0.394 -0.245
H -4.495720 -1.264714 3.059063 0.017 0.041 -0.004
H -5.477398 1.025795 3.330199 0.040 -0.019 -0.054
H -4.401211 2.930182 2.153862 -0.045 -0.054 0.034
H -2.415905 -1.488240 1.738764 0.021 -0.055 0.026
H -3.830607 4.177083 0.595540 0.043 0.028 -0.031
H -2.603142 5.918112 -0.683733 0.018 -0.037 0.041
H -0.272375 5.441058 -1.421408 -0.031 -0.054 0.025
H 0.685902 3.207042 -0.936693 0.034 -0.019 0.017

=====

Record 2
99
Properties=species:S:1:pos:R:3:forces:R:3 method="wB97M-V/def2-TZVPD" largest_force_ev_per_a=1.39 charge=+3 mol_weight_da=1011.17 homo_ev="-15.04 / -15.00" total_energy_ev=-189521.529 gap_ev="4.880 / 3.999" relative_energy_kj_mol=174.85
Tl 0.557342 -0.731826 0.980411 -0.351 -0.021 0.009
C -3.273069 0.695057 -2.450298 -0.049 -0.424 -0.481
C -2.876061 1.033128 -1.028054 0.168 0.245 0.438
As -1.067697 1.658102 -0.534000 0.276 -0.313 -0.334
C -1.067598 3.464244 -1.248989 0.003 0.070 -0.055
C -1.485410 4.545647 -0.474963 -0.100 0.077 -0.192
C -1.540271 5.815847 -1.039103 0.028 -0.007 0.078
C -1.162559 6.016376 -2.360655 0.006 0.033 -0.005
C -0.733573 4.942627 -3.129575 0.079 -0.077 0.042
C -0.675711 3.670049 -2.572234 -0.059 0.075 0.061
C -1.317677 2.076167 1.340148 -0.092 0.032 0.055
C -0.160484 2.471436 2.009746 0.013 -0.026 0.097
C -0.229484 2.978628 3.304046 0.035 -0.046 0.046
C -1.458949 3.063643 3.945013 0.002 -0.018 -0.038
C -2.611460 2.627396 3.295934 0.011 -0.045 0.004
C -2.544093 2.139889 1.995641 0.017 -0.017 0.072
As -2.179533 -0.557750 -3.555372 0.692 0.528 1.087
C -0.708532 0.433041 -4.262924 -0.157 0.048 -0.639
C -0.991590 1.209059 -5.396902 -0.090 -0.099 0.226
C 0.013943 1.923359 -6.021802 0.109 0.082 0.001
C 1.311557 1.852856 -5.529507 0.044 -0.011 0.020
C 1.590519 1.099439 -4.390894 0.067 0.099 -0.064
C 0.593224 0.378225 -3.758155 -0.127 -0.003 -0.151
C -1.430340 -1.973764 -2.533140 -0.151 -0.290 -0.350
C -2.054719 -2.446619 -1.375871 -0.043 0.079 0.012
C -1.542078 -3.555135 -0.723859 0.026 -0.166 0.052
C -0.442046 -4.229187 -1.248602 -0.055 -0.005 -0.075
C 0.144865 -3.800869 -2.440187 -0.043 -0.002 0.050
C -0.354673 -2.686404 -3.092448 -0.026 0.019 0.086
H -3.328905 1.574653 -3.084813 0.055 0.143 -0.107
H -4.251787 0.227287 -2.459902 -0.254 0.064 0.050
H -3.077985 0.218238 -0.335729 -0.059 -0.067 -0.003
H -3.500041 1.888748 -0.757371 -0.204 -0.107 0.029
H -1.783164 4.410645 0.556652 0.001 0.016 -0.012
H -1.878942 6.652804 -0.438142 0.050 -0.066 -0.054
H -1.190508 7.013247 -2.786902 -0.037 -0.101 0.030
H -0.428164 5.096978 -4.158746 -0.030 -0.011 0.073
H -0.319562 2.839323 -3.166545 0.021 -0.016 -0.061
H 0.801237 2.422486 1.501723 -0.007 0.112 -0.005
H 0.669995 3.322392 3.805252 -0.086 -0.034 -0.053
H -1.522902 3.479745 4.943613 0.003 -0.052 -0.055
H -3.570256 2.686546 3.799433 0.075 0.009 -0.046
H -3.455038 1.823271 1.500738 0.035 0.044 0.043
H -2.000272 1.248225 -5.792479 0.015 0.008 -0.033
H -0.210166 2.528195 -6.891380 0.019 -0.070 0.007
H 2.110129 2.377621 -6.043835 -0.087 -0.002 0.110
H 2.598977 1.077660 -3.993065 -0.055 -0.024 -0.058
H 0.820653 -0.201622 -2.880136 0.015 -0.131 0.173
H -2.945687 -1.970161 -0.989653 0.036 0.067 0.038
H -2.038478 -3.930479 0.165950 0.079 0.085 -0.064
H -0.081346 -5.129485 -0.761084 -0.002 0.115 -0.043
H 0.956018 -4.366642 -2.884365 -0.051 0.053 0.057
H 0.064677 -2.388769 -4.046595 0.019 0.022 0.049
C -2.653481 -3.443834 5.543116 -0.017 0.014 -0.193
N -2.857463 -2.930068 4.185413 0.238 -0.095 0.261
N -1.922810 -2.165381 3.517474 0.076 0.181 0.112
C -2.457183 -1.739229 2.317000 0.187 -0.204 0.226
O -1.795777 -1.037947 1.490100 0.141 -0.034 -0.229
C -3.760049 -2.271945 2.269262 -0.149 0.050 -0.190
C -3.967477 -2.979093 3.439545 -0.192 -0.061 -0.025
C -5.191311 -3.691126 3.911726 0.119 0.012 0.017
C -0.572822 -1.995439 3.934878 -0.069 -0.143 -0.138
C 0.218469 -3.092588 4.250816 0.043 -0.140 -0.074
C 1.554445 -2.902790 4.586821 -0.027 -0.116 -0.021
C 2.103757 -1.628511 4.584988 0.010 0.117 -0.048
C 1.304003 -0.532434 4.271623 0.041 0.074 0.071
C -0.039350 -0.710054 3.953108 -0.074 0.139 0.190
H -1.859642 -2.888356 6.030455 0.005 0.088 -0.011
H -2.395968 -4.502504 5.535041 0.030 0.013 -0.087
H -3.566497 -3.312902 6.113194 -0.102 0.070 0.000
H -4.476879 -2.145654 1.469768 0.122 0.020 0.154
H -5.926789 -3.726214 3.113089 -0.008 -0.004 0.005
H -5.637527 -3.173409 4.764023 0.020 0.009 -0.042
H -4.965103 -4.712523 4.225509 0.004 0.065 -0.048
H -0.202694 -4.092977 4.234511 0.045 0.098 -0.020
H 2.165235 -3.759872 4.848262 -0.057 0.078 -0.016
H 3.145927 -1.486263 4.850157 -0.105 -0.001 0.014
H 1.708277 0.474661 4.325586 -0.035 -0.114 -0.045
H -0.688111 0.140622 3.771996 0.036 0.004 -0.037
C 3.420721 2.376680 -1.100430 0.098 0.070 -0.110
C 4.599014 1.818118 -0.314634 -0.200 -0.188 -0.369
N 5.044156 0.503283 -0.844122 -0.070 0.216 0.321
C 4.878104 -0.691966 -0.300542 0.035 0.240 -0.216
S 3.913303 -0.949591 1.147198 0.038 0.118 0.033
N 5.446917 -1.765028 -0.821575 0.025 -0.100 -0.113
C 6.225760 -1.834893 -2.069579 -0.069 -0.005 -0.015
C 5.327083 -2.023216 -3.287241 -0.031 -0.020 0.005
H 3.098950 3.319059 -0.649664 0.003 -0.103 -0.042
H 2.578284 1.680259 -1.101404 -0.030 0.021 0.035
H 3.694415 2.593049 -2.138452 -0.032 -0.060 0.133
H 4.339615 1.697266 0.725693 0.009 -0.136 0.266
H 5.449275 2.493073 -0.369166 0.112 -0.043 -0.009
H 5.643643 0.549283 -1.656834 -0.042 -0.005 -0.068
H 5.262140 -2.629592 -0.338542 -0.060 -0.107 0.004
H 6.907115 -2.674756 -1.968344 0.063 -0.007 0.063
H 6.844084 -0.943227 -2.162656 0.077 0.040 0.071
H 4.808534 -2.982851 -3.234448 0.026 0.090 -0.015
H 5.931827 -2.015159 -4.196714 -0.052 0.003 0.106
H 4.581552 -1.227528 -3.362032 0.035 -0.020 -0.023